No. 1
One molecule with the formula C5H5N in a non-equilibrium geometry. Source: the Open Molecules 2025 dataset; level of theory: ωB97M-V/def2-TZVPD.

XYZ file:
```
11
Properties=species:S:1:pos:R:3:forces:R:3
C -1.07536 -1.16481 0.14273 -0.087 -0.432 0.905
N 0.02425 -1.64303 0.63597 -0.270 -1.864 0.231
C 1.11017 -0.69688 0.55363 0.765 1.930 0.088
C 0.40771 0.51307 0.06828 -1.426 0.458 -1.348
C -0.81768 0.18948 -0.32223 0.542 1.008 0.757
C -0.30087 1.53900 -0.73907 -0.550 0.225 -0.287
H -2.09696 -1.66480 0.32219 1.924 0.609 -0.732
H 2.02378 -0.83182 -0.12059 -1.357 -0.682 0.954
H 1.47961 -0.35111 1.54488 0.000 -1.196 -0.194
H 0.01338 1.66634 -1.76102 -0.064 0.208 -0.528
H -0.76802 2.44455 -0.32476 0.523 -0.264 0.156
```
Forces are in eV/Å.

Gap between HOMO and LUMO ... 9.706 eV
E_LUMO ... 0.7477 eV
Calculated total energy ... -248.10002 Eh
Structure (SMILES) ... C1=NCC2=C1C2
HOMO level ... -0.3292 Ha
ΔE to the lowest compared entry with this formula, charge and spin ... 109.8 kcal per mole

Need the Löwdin charges? In units of e they are: C -0.107; N 0.015; C -0.190; C -0.144; C -0.117; C -0.032; H 0.132; H 0.154; H 0.131; H 0.073; H 0.086

---

No. 2
One molecule with the formula C5H5N in a non-equilibrium geometry. Source: the Open Molecules 2025 dataset; level of theory: ωB97M-V/def2-TZVPD.

XYZ file:
```
11
Properties=species:S:1:pos:R:3:forces:R:3
C -1.11334 -0.96433 0.18048 -0.459 -1.733 -1.490
N -0.70005 -1.16537 -1.08495 -1.950 -0.221 0.728
C 0.26863 -0.17252 -1.35636 -1.482 0.727 2.320
C 0.64213 0.63655 -0.22979 -2.659 0.368 3.371
C -0.61855 0.02667 0.94073 3.693 2.597 -1.492
C 0.51595 0.91775 1.23568 1.369 -1.830 -0.269
H -1.88683 -1.58224 0.66517 0.318 -0.064 -0.786
H 0.08193 0.61493 -2.05888 -0.614 0.035 -1.366
H 1.11209 -0.68451 -1.60458 2.800 -1.424 -1.463
H 0.23673 1.86955 1.61392 0.126 1.034 0.048
H 1.46132 0.50352 1.69856 -1.143 0.510 0.400
```
Forces are in eV/Å.

Gap between HOMO and LUMO (spin up / spin down) ... 7.419 / 8.477 eV
E_LUMO (spin up / spin down) ... -0.5541 / 0.1770 eV
Calculated total energy ... -248.00822 Eh
Structure (SMILES) ... C1=NCC2=C1C2
HOMO level (spin up / spin down) ... -0.2930 / -0.3050 Ha
ΔE to the lowest compared entry with this formula, charge and spin ... 167.4 kcal per mole

Need the Löwdin charges? In units of e they are: C -0.217; N 0.030; C -0.304; C 0.091; C 0.018; C -0.166; H 0.109; H 0.138; H 0.102; H 0.082; H 0.117

---

No. 3
One molecule with the formula C5H5N in a non-equilibrium geometry. Source: the Open Molecules 2025 dataset; level of theory: ωB97M-V/def2-TZVPD.

XYZ file:
```
11
Properties=species:S:1:pos:R:3:forces:R:3
C 1.15534 -0.02138 0.01524 3.317 1.352 0.295
C 0.48373 1.21015 -0.02880 -0.207 -2.153 -0.213
C -0.88056 1.12981 -0.02745 -0.902 -0.028 0.494
N -1.57948 -0.01391 0.03015 0.234 -0.157 -0.297
C -0.88054 -1.18026 -0.04106 -2.613 0.890 0.902
C 0.47007 -1.23000 -0.03542 0.499 1.568 -0.240
H 2.31782 0.04542 0.16458 -2.303 -0.535 -0.587
H 0.80084 2.22018 -0.10327 1.391 0.331 0.221
H -1.31012 2.14673 0.06248 -0.943 -1.061 -0.275
H -1.46153 -2.12412 0.09124 0.306 0.942 -0.508
H 0.88443 -2.18261 -0.12770 1.221 -1.149 0.207
```
Forces are in eV/Å.

Gap between HOMO and LUMO ... 10.672 eV
E_LUMO ... 0.9250 eV
Calculated total energy ... -248.24994 Eh
Structure (SMILES) ... c1ccncc1
HOMO level ... -0.3582 Ha
ΔE to the lowest compared entry with this formula, charge and spin ... 15.7 kcal per mole

Need the Löwdin charges? In units of e they are: C -0.071; C -0.090; C -0.180; N 0.059; C -0.158; C -0.100; H 0.138; H 0.091; H 0.111; H 0.118; H 0.084

---

No. 4
One molecule with the formula C5H5N in a non-equilibrium geometry. Source: the Open Molecules 2025 dataset; level of theory: ωB97M-V/def2-TZVPD.

XYZ file:
```
11
Properties=species:S:1:pos:R:3:forces:R:3
H 0.20383 3.08543 -1.60478 -0.416 2.016 -2.048
N 0.43820 2.30438 -1.09250 0.407 -2.416 1.403
C -0.13351 1.23861 -1.41112 -0.737 -2.569 4.595
C -0.16230 -0.01479 -0.12905 1.054 2.834 -4.233
C -1.05640 -1.00074 0.25046 0.405 -0.120 -1.010
C -0.14302 -1.37761 1.46270 -1.197 1.544 0.009
C 0.77907 -0.83231 0.46397 -1.871 0.686 1.668
H -0.91458 0.95604 -2.10408 0.078 0.408 -0.701
H -0.52043 -0.65856 2.16855 0.552 -0.298 0.894
H -0.17063 -2.38759 1.72548 0.268 -1.476 0.726
H 1.67978 -1.31285 0.27036 1.456 -0.609 -1.303
```
Forces are in eV/Å.

Gap between HOMO and LUMO ... 9.265 eV
E_LUMO ... 0.6940 eV
Calculated total energy ... -248.04446 Eh
Structure (SMILES) ... [H]/N=C/C1=C2C[C@H]12
HOMO level ... -0.3150 Ha
ΔE to the lowest compared entry with this formula, charge and spin ... 144.7 kcal per mole

Need the Löwdin charges? In units of e they are: H 0.015; N 0.090; C -0.103; C -0.183; C 0.058; C -0.176; C -0.058; H 0.086; H 0.101; H 0.075; H 0.096

---

No. 5
One molecule with the formula C5H5N in a non-equilibrium geometry. Source: the Open Molecules 2025 dataset; level of theory: ωB97M-V/def2-TZVPD.

XYZ file:
```
11
Properties=species:S:1:pos:R:3:forces:R:3
C 0.02982 2.17907 -1.87075 -2.069 -5.792 1.780
C -0.36794 1.05905 -1.46007 1.572 5.732 -1.850
C -0.65863 -0.07352 -0.63497 -1.034 -0.766 0.332
C 0.34559 -0.00437 0.51129 1.515 -0.946 -0.002
C 0.35334 -1.15435 1.48458 -0.639 -0.225 -0.268
N 0.31852 -2.11883 2.12642 0.134 1.248 -0.629
H 0.29971 2.97713 -2.47231 0.381 1.135 -0.569
H -0.64718 -0.97294 -1.25142 0.566 -0.275 0.283
H -1.66770 -0.07031 -0.25392 -0.535 0.385 0.105
H 1.28094 -0.13908 -0.08739 -0.111 0.599 1.139
H 0.29156 1.00171 0.99964 0.219 -1.094 -0.320
```
Forces are in eV/Å.

Gap between HOMO and LUMO ... 11.113 eV
E_LUMO ... 0.7057 eV
Calculated total energy ... -248.18007 Eh
Structure (SMILES) ... C#CCCC#N
HOMO level ... -0.3824 Ha
ΔE to the lowest compared entry with this formula, charge and spin ... 59.6 kcal per mole

Need the Löwdin charges? In units of e they are: C 0.145; C -0.146; C -0.251; C -0.182; C -0.204; N 0.127; H 0.001; H 0.127; H 0.117; H 0.130; H 0.136

---

No. 6
One molecule with the formula C5H5N in a non-equilibrium geometry. Source: the Open Molecules 2025 dataset; level of theory: ωB97M-V/def2-TZVPD.

XYZ file:
```
11
Properties=species:S:1:pos:R:3:forces:R:3
C -0.91705 1.90095 1.53018 0.681 -0.678 -1.494
C -0.59153 1.39039 0.30241 -1.362 2.118 0.133
C -0.22547 -1.33942 0.67366 1.445 5.707 0.252
C -0.29014 1.02938 -0.93389 0.688 0.019 0.591
C 0.16355 0.88601 1.50088 0.887 -0.733 2.058
N 0.03863 -0.49499 1.59539 -0.771 -2.055 -0.634
H -0.29170 -2.28591 0.95030 -0.543 -4.304 0.837
H -0.22963 -0.96158 -0.36542 -0.309 -0.529 0.094
H -1.01513 0.70394 -1.61390 -0.861 -0.333 -1.115
H 0.76146 0.85640 -1.09406 0.216 0.288 -0.687
H 1.13750 1.13199 1.92595 -0.071 0.499 -0.036
```
Forces are in eV/Å.

Gap between HOMO and LUMO ... 8.079 eV
E_LUMO ... -0.6295 eV
Calculated total energy ... -248.03135 Eh
HOMO level ... -0.3200 Ha
ΔE to the lowest compared entry with this formula, charge and spin ... 152.9 kcal per mole

Need the Löwdin charges? In units of e they are: C 0.174; C -0.337; C 0.041; C 0.038; C -0.343; N 0.050; H 0.033; H 0.068; H 0.057; H 0.087; H 0.130

---

No. 7
A 2-piece molecular cluster, C5H5N overall in a non-equilibrium geometry. Source: the Open Molecules 2025 dataset; level of theory: ωB97M-V/def2-TZVPD.

XYZ file:
```
11
Properties=species:S:1:pos:R:3:forces:R:3
C -3.46639 0.14175 -0.12974 3.339 -0.357 0.708
C -0.07619 1.16638 -0.09910 -0.701 1.788 0.859
C -0.13570 -0.99835 0.57533 0.371 -1.041 1.920
C 0.08903 -0.27940 -0.71398 -0.786 0.938 -1.695
C -1.02685 0.04819 0.16014 -1.666 1.542 -1.603
N -4.60305 0.03942 0.05050 0.031 0.094 -0.189
H 0.56038 1.54819 0.76247 -0.386 -1.202 -0.797
H -0.45544 2.14966 -0.53990 0.400 -2.097 -0.587
H -0.56081 -2.00334 0.55564 0.566 0.139 -0.105
H 0.60030 -0.69416 1.34465 -0.617 -0.861 0.159
H 0.37654 -0.74613 -1.70174 -0.552 1.058 1.329
```
Forces are in eV/Å.

Gap between HOMO and LUMO (spin up / spin down) ... 8.553 / 8.554 eV
E_LUMO (spin up / spin down) ... -2.0983 / -2.0977 eV
Calculated total energy ... -248.00440 Eh
HOMO level (spin up / spin down) ... -0.3914 / -0.3914 Ha
ΔE to the lowest compared entry with this formula, charge and spin ... 169.8 kcal per mole

Need the Löwdin charges? In units of e they are: C -0.153; C -0.060; C -0.098; C -0.127; C -0.156; N -0.056; H 0.113; H 0.128; H 0.125; H 0.117; H 0.168

---

No. 8
One molecule with the formula C5H5N in a non-equilibrium geometry. Source: the Open Molecules 2025 dataset; level of theory: ωB97M-V/def2-TZVPD.

XYZ file:
```
11
Properties=species:S:1:pos:R:3:forces:R:3
C 1.37702 0.55395 0.39750 0.329 0.036 -0.017
C 0.96294 0.65146 -0.82099 0.679 0.472 -0.077
C -0.05777 0.92151 0.23567 -0.371 0.125 0.037
C -1.06796 -0.17489 0.39083 0.028 0.312 0.277
C -0.66096 -1.46383 -0.09609 -0.857 -0.376 -0.448
N -1.43551 -0.87527 -0.89345 0.172 -0.692 0.161
H 2.13954 0.31323 1.12087 -0.017 0.090 -0.150
H 1.16125 0.66524 -1.88160 -0.052 -0.153 0.188
H -0.38986 1.94610 0.40133 -0.032 -0.108 0.129
H -1.85561 -0.11678 1.13425 0.005 0.245 0.020
H -0.17306 -2.42074 0.01168 0.116 0.049 -0.119
```
Forces are in eV/Å.

Gap between HOMO and LUMO ... 10.700 eV
E_LUMO ... 1.2204 eV
Calculated total energy ... -248.10287 Eh
Structure (SMILES) ... C1=CC1[C@@H]1C=N1
HOMO level ... -0.3484 Ha
ΔE to the lowest compared entry with this formula, charge and spin ... 108.0 kcal per mole

Need the Löwdin charges? In units of e they are: C -0.014; C -0.025; C -0.259; C -0.276; C -0.128; N 0.155; H 0.099; H 0.106; H 0.115; H 0.114; H 0.113

---

No. 9
One molecule with the formula C5H5N in a non-equilibrium geometry. Source: the Open Molecules 2025 dataset; level of theory: ωB97M-V/def2-TZVPD.

XYZ file:
```
11
Properties=species:S:1:pos:R:3:forces:R:3
C 2.34513 -0.68968 0.46627 -0.085 0.028 -0.038
C 0.98805 -0.25946 0.08099 -0.475 0.075 -0.023
C -0.14620 0.06357 -0.17864 -0.066 -0.179 0.355
C -1.54035 0.49223 -0.40229 -0.793 -0.076 1.235
C -2.53295 -0.48026 -0.82779 -1.214 -1.358 -0.776
N -3.48291 -1.12231 -0.65701 0.670 0.002 -1.078
H 2.32218 -1.20955 1.43103 -0.078 0.106 -0.185
H 3.02641 0.16198 0.56769 -0.207 -0.081 -0.066
H 2.77697 -1.37654 -0.26927 -0.164 0.137 0.060
H -2.30657 0.38339 0.47966 2.631 1.925 0.398
H -1.60787 1.48686 -0.86990 -0.218 -0.580 0.117
```
Forces are in eV/Å.

Gap between HOMO and LUMO ... 10.588 eV
E_LUMO ... 0.6541 eV
Calculated total energy ... -248.15758 Eh
Structure (SMILES) ... CC#CCC#N
HOMO level ... -0.3651 Ha
ΔE to the lowest compared entry with this formula, charge and spin ... 73.7 kcal per mole

Need the Löwdin charges? In units of e they are: C -0.100; C -0.072; C -0.031; C -0.175; C -0.268; N 0.128; H 0.080; H 0.077; H 0.078; H 0.159; H 0.125

---

No. 10
A 2-piece molecular cluster, C5H5N2O2 overall in a non-equilibrium geometry. Source: the Open Molecules 2025 dataset; level of theory: ωB97M-V/def2-TZVPD.

XYZ file:
```
14
Properties=species:S:1:pos:R:3:forces:R:3
C 0.95742 -1.13329 -0.77927 -0.232 0.644 0.281
C 2.39512 -1.18792 -0.59567 0.736 0.820 0.553
C 0.52650 -0.00398 -0.18265 -2.252 0.208 -0.089
C 1.76869 0.66781 0.33459 -0.087 -0.109 0.021
C -2.32560 0.59451 0.83618 -0.125 -0.493 0.360
N 2.88653 -0.17467 0.04589 1.703 -0.747 -0.244
N -1.79322 1.20059 -0.38644 -0.554 -0.284 -2.192
O -2.32958 0.78394 -1.43580 0.725 0.570 2.182
O 1.87506 1.72700 0.91517 -0.006 -0.586 -0.311
H 0.38328 -1.89176 -1.28336 -0.191 -0.143 -0.090
H 3.04222 -1.99244 -0.92800 0.220 -0.085 -0.023
H -3.04166 1.30639 1.26607 0.000 0.073 -0.213
H -2.83636 -0.35737 0.65077 0.104 0.081 -0.082
H -1.50839 0.46120 1.54252 -0.040 0.052 -0.153
```
Forces are in eV/Å.

Gap between HOMO and LUMO (spin up / spin down) ... 6.749 / 6.750 eV
E_LUMO (spin up / spin down) ... 3.7012 / 3.7014 eV
Calculated total energy ... -453.37062 Eh
Charge ... -1
HOMO level (spin up / spin down) ... -0.1120 / -0.1120 Ha
ΔE to the lowest compared entry with this formula, charge and spin ... 76.1 kcal per mole

Need the Löwdin charges? In units of e they are: C -0.173; C -0.200; C -0.040; C -0.520; C -0.172; N 0.048; N -0.156; O -0.148; O 0.051; H 0.053; H 0.083; H 0.063; H 0.065; H 0.048

---

No. 11
An isolated ion of composition C5H5N2O2S and charge -1 in a non-equilibrium geometry. Source: the Open Molecules 2025 dataset; level of theory: ωB97M-V/def2-TZVPD.

XYZ file:
```
15
Properties=species:S:1:pos:R:3:forces:R:3
C -2.37662 0.32935 0.48419 -1.258 -1.637 -0.979
C -2.07289 -0.73243 -0.40903 -2.497 -0.648 -0.117
C -1.48082 1.09937 1.06767 3.397 -1.655 -0.924
C -0.72712 -0.88216 -0.60920 1.289 0.220 -0.225
C 2.96792 0.06419 -0.28597 -1.861 -0.333 -0.446
N -0.00736 -1.71010 -1.13732 -0.829 -1.685 -0.655
N 1.69457 0.80535 0.30619 -0.061 -2.154 -0.940
O 3.89466 0.39316 0.37090 2.775 1.260 2.221
O 2.83692 -0.63278 -1.25391 -1.115 -1.113 -1.688
S 0.09563 0.90450 0.06746 -3.254 0.716 -2.479
H -3.38381 0.61680 0.68816 -0.869 -0.124 0.173
H -2.79944 -1.57766 -0.82249 1.629 2.230 1.124
H -1.59278 1.77579 1.80289 -0.209 2.432 1.999
H 0.94948 -1.73519 -1.33032 1.643 0.621 0.055
H 2.00165 1.28182 1.06078 1.221 1.870 2.881
```
Forces are in eV/Å.

Gap between HOMO and LUMO ... 6.686 eV
E_LUMO ... 3.3890 eV
Calculated total energy ... -851.62145 Eh
Charge ... -1
HOMO level ... -0.1212 Ha
ΔE to the lowest compared entry with this formula, charge and spin ... 105.3 kcal per mole

Need the Löwdin charges? In units of e they are: C -0.307; C -0.197; C -0.320; C -0.507; C -0.812; N 0.115; N -0.290; O 0.022; O 0.002; S 1.075; H 0.090; H 0.128; H -0.003; H 0.006; H 0.001

---

No. 12
A 2-piece molecular cluster, C5H5N2OS overall in a non-equilibrium geometry. Source: the Open Molecules 2025 dataset; level of theory: ωB97M-V/def2-TZVPD.

XYZ file:
```
14
Properties=species:S:1:pos:R:3:forces:R:3
C 0.52676 -0.75210 -0.81934 -0.576 1.965 0.219
C 1.34017 -1.82040 -0.87906 2.498 -0.685 -0.892
C -0.43968 -0.68254 0.14600 -1.432 0.545 1.134
C -0.33029 -1.64012 1.14877 0.666 -0.343 -1.432
C -1.48071 0.37134 0.21744 0.797 2.019 -2.559
N 0.46280 -2.64037 1.07212 -0.341 -1.094 1.028
N 1.21774 -2.86311 -0.00561 -0.935 2.537 -0.741
O 1.77789 -3.92663 -0.20354 1.104 -1.790 0.244
S -3.48419 -1.73033 0.09740 -0.368 -0.462 0.055
H 0.66815 0.17363 -1.40610 0.013 -0.970 -0.178
H 2.23457 -1.80694 -1.54322 -1.042 -0.668 0.508
H -1.13198 1.28782 -0.42972 -0.494 -1.405 1.152
H -1.57934 0.69708 1.22194 -0.537 0.304 0.850
H -2.45309 0.06574 -0.25340 0.646 0.048 0.612
```
Forces are in eV/Å.

Gap between HOMO and LUMO (spin up / spin down) ... 6.114 / 5.672 eV
E_LUMO (spin up / spin down) ... 3.2516 / 2.4363 eV
Calculated total energy ... -776.27344 Eh
Charge ... -1
HOMO level (spin up / spin down) ... -0.1052 / -0.1189 Ha
ΔE to the lowest compared entry with this formula, charge and spin ... 143.9 kcal per mole

Need the Löwdin charges? In units of e they are: C -0.056; C -0.048; C -0.370; C 0.001; C -0.196; N 0.128; N -0.317; O -0.047; S -0.402; H 0.126; H 0.136; H 0.101; H 0.054; H -0.111

---

- What is the formula in the seventh record?
  C5H5N